*P*
Formula: CH8SSi2
Source: the OMol25 dataset
Level of theory: ωB97M-V/def2-TZVPD

Structure (ORCA input):
```
! RIJCOSX wB97M-V def2-TZVPD def2/J DEFGRID3
* xyz 0 1
S -1.998 1.087 -2.288
Si -0.688 -0.370 0.178
Si 1.392 -0.968 1.205
C -0.413 0.292 -1.604
H -1.258 0.917 0.643
H 0.238 1.145 -1.766
H -1.702 -1.257 0.548
H -0.136 -0.472 -2.340
H 1.304 -1.360 2.628
H -2.064 1.848 -1.260
H 2.218 -1.882 0.343
H 2.322 0.194 1.268
*
```

- highest occupied orbital energy (hartree) = -0.3326
- LUMO (eV) = 0.67
- frontier orbital gap (eV) = 9.72

=====

*Q*
Formula: CH8SSi2
Source: the OMol25 dataset
Level of theory: ωB97M-V/def2-TZVPD

Structure (ORCA input):
```
! RIJCOSX wB97M-V def2-TZVPD def2/J DEFGRID3
* xyz 0 1
S -0.004 -0.370 -1.239
Si -0.118 -3.249 -0.079
Si 0.279 1.964 0.887
C -0.165 1.541 -0.945
H -1.051 -2.800 0.950
H -0.521 -3.434 -1.492
H 0.965 -3.698 0.618
H -1.082 2.035 -1.487
H 0.007 3.340 1.139
H -0.784 1.473 1.775
H 1.651 1.374 1.322
H 0.822 1.824 -1.450
*
```

- highest occupied orbital energy (spin up / spin down) (hartree) = -0.3036 / -0.2779
- LUMO (spin up / spin down) (eV) = -1.36 / -1.74
- frontier orbital gap (spin up / spin down) (eV) = 6.90 / 5.82

=====

Top of the stability list: *P*, leading by 70.3 kcal/mol.

=====

*P*
Formula: C9H14N4O3
Source: the OMol25 dataset
Level of theory: ωB97M-V/def2-TZVPD

Structure (ORCA input):
```
! RIJCOSX wB97M-V def2-TZVPD def2/J DEFGRID3
* xyz 0 1
O 0.463 -0.663 -2.799
O 0.595 -1.570 -0.314
O -1.000 0.790 -3.802
N 1.202 1.397 0.967
N -1.361 -0.250 -0.426
N -1.686 -0.337 2.045
N 3.051 1.165 -0.140
C 2.069 1.477 -1.066
C -0.439 -1.085 0.128
C -0.772 -1.425 1.551
C -0.480 1.981 -0.885
C -0.512 0.284 -2.802
C 2.487 1.135 1.073
C 0.927 1.721 -0.386
C -1.246 -2.893 1.654
C -1.164 0.753 -1.505
H -1.134 -3.380 2.734
H 4.028 0.928 -0.427
H -0.913 0.416 2.008
H 3.090 1.039 1.949
H 0.905 -0.903 -1.842
H 2.416 1.678 -2.066
H 0.176 -1.439 2.185
H -1.076 2.428 0.004
H -0.685 -3.563 0.989
H -0.303 2.901 -1.520
H -1.991 -0.517 2.993
H -2.160 1.093 -1.959
H -2.427 -3.107 1.406
H -2.060 -0.054 0.255
*
```

- highest occupied orbital energy (hartree) = -0.3387
- LUMO (eV) = 0.65
- frontier orbital gap (eV) = 9.87

=====

*Q*
Formula: C9H14N4O3
Source: the OMol25 dataset
Level of theory: ωB97M-V/def2-TZVPD

Structure (ORCA input):
```
! RIJCOSX wB97M-V def2-TZVPD def2/J DEFGRID3
* xyz 0 1
O 2.068 1.955 -1.044
O 1.238 3.575 0.082
O -1.730 -0.148 1.685
N -0.781 0.868 -0.182
N -3.126 -1.753 -0.208
N 2.047 -2.851 -0.182
N 1.713 -0.797 -0.888
C 0.257 1.463 0.737
C 1.395 -2.242 0.929
C -2.507 -0.399 -0.619
C -1.730 0.133 0.474
C 2.254 -2.000 -1.233
C 1.049 0.310 1.429
C -3.666 0.511 -1.127
C 1.245 2.361 -0.111
C 1.390 -0.914 0.509
H -3.288 1.793 -0.856
H -0.025 2.217 1.524
H -1.687 -0.727 -1.397
H -4.859 0.082 -0.378
H 0.367 -0.143 2.255
H -0.829 0.765 -1.168
H 2.776 -2.396 -2.161
H 2.015 0.658 1.795
H 1.792 0.962 -1.072
H 1.609 -2.776 1.918
H -3.941 0.371 -2.506
H 2.472 -3.911 -0.367
H -2.220 -2.197 0.457
H -3.895 -1.362 0.469
*
```

- highest occupied orbital energy (hartree) = -0.3508
- LUMO (eV) = 0.20
- frontier orbital gap (eV) = 9.75

=====

Top of the stability list: *P*, leading by 125.1 kcal/mol.

=====

*P*
Formula: C5H13NP
Source: the OMol25 dataset
Level of theory: ωB97M-V/def2-TZVPD

Structure (ORCA input):
```
! RIJCOSX wB97M-V def2-TZVPD def2/J DEFGRID3
* xyz 1 1
P -1.982 0.591 -0.771
N 0.383 -0.494 0.341
C 1.724 -0.175 0.975
C -0.349 0.885 0.034
C 0.708 -1.024 -1.018
C -0.379 -1.413 1.161
C -2.078 2.139 -1.440
H 1.123 -1.959 -0.736
H -2.824 2.295 -2.281
H -1.266 -1.862 0.743
H 0.158 -2.202 1.543
H 1.955 -1.123 1.494
H -0.103 -1.130 -1.681
H -1.550 3.008 -0.989
H 1.320 -0.316 -1.604
H -0.649 -0.737 1.961
H 1.522 0.666 1.602
H 2.414 -0.034 0.251
H -0.562 1.507 1.015
H 0.435 1.380 -0.601
*
```

- highest occupied orbital energy (hartree) = -0.4849
- LUMO (eV) = -3.92
- frontier orbital gap (eV) = 9.28

=====

*Q*
Formula: C5H13NP
Source: the OMol25 dataset
Level of theory: ωB97M-V/def2-TZVPD

Structure (ORCA input):
```
! RIJCOSX wB97M-V def2-TZVPD def2/J DEFGRID3
* xyz 1 1
P -0.843 1.305 -0.155
N -2.220 1.435 0.542
C -0.667 -0.542 -0.167
C -2.773 1.716 1.818
C 1.585 -1.664 -0.287
C 2.873 -1.095 -1.000
C 0.477 -0.955 -0.867
H -1.664 -0.676 -0.790
H 0.283 1.784 0.415
H 2.685 -0.010 -0.892
H 0.656 -0.586 -1.894
H -2.144 1.380 2.618
H -3.055 2.793 2.103
H 1.692 -1.471 0.754
H 1.602 -2.648 -0.607
H -3.682 1.160 1.710
H 3.937 -1.264 -0.655
H -0.888 -0.858 0.793
H 2.848 -1.538 -2.013
H -0.703 1.733 -1.425
*
```

- highest occupied orbital energy (spin up / spin down) (hartree) = -0.4650 / -0.4649
- LUMO (spin up / spin down) (eV) = -6.42 / -6.42
- frontier orbital gap (spin up / spin down) (eV) = 6.23 / 6.23

=====

*R*
Formula: C5H13NP
Source: the OMol25 dataset
Level of theory: ωB97M-V/def2-TZVPD

Structure (ORCA input):
```
! RIJCOSX wB97M-V def2-TZVPD def2/J DEFGRID3
* xyz 1 1
P -2.025 -2.507 -0.298
N -1.779 0.481 0.254
C -2.642 0.797 1.335
C 1.698 0.252 -0.024
C -0.658 0.947 0.116
C 0.477 0.626 -0.897
C 2.753 -0.300 -0.975
H 2.184 1.074 0.410
H 1.393 -0.549 0.667
H 0.352 -0.157 -1.606
H -2.640 -0.128 1.992
H 0.653 1.556 -1.496
H 3.098 0.603 -1.607
H -2.488 1.685 1.872
H -3.683 0.972 1.023
H 2.359 -1.078 -1.653
H 3.602 -0.752 -0.369
H -0.694 -2.664 -0.779
H -0.272 1.538 0.944
H -1.687 -2.394 1.092
*
```

- highest occupied orbital energy (spin up / spin down) (hartree) = -0.5374 / -0.5137
- LUMO (spin up / spin down) (eV) = -7.31 / -7.92
- frontier orbital gap (spin up / spin down) (eV) = 7.31 / 6.06

=====

*S*
Formula: C5H13NP
Source: the OMol25 dataset
Level of theory: ωB97M-V/def2-TZVPD

Structure (ORCA input):
```
! RIJCOSX wB97M-V def2-TZVPD def2/J DEFGRID3
* xyz 1 1
P 0.247 0.172 -0.098
N -2.341 0.342 -1.091
C 1.103 -1.251 -0.936
C 0.839 1.821 -0.714
C -1.549 0.054 0.006
C -2.214 -0.125 1.251
C 0.863 0.161 1.648
H 0.908 -1.389 -2.011
H -2.163 -1.183 1.598
H -1.874 0.476 2.024
H 1.868 1.596 -0.752
H -1.879 0.561 -2.016
H 0.460 1.893 -1.808
H 0.431 -0.567 2.292
H 2.000 0.282 1.561
H 0.525 2.685 -0.028
H 0.854 -2.099 -0.393
H 0.711 1.122 2.218
H -3.358 -0.036 1.171
H 2.170 -1.164 -0.765
*
```

- highest occupied orbital energy (hartree) = -0.5310
- LUMO (eV) = -4.14
- frontier orbital gap (eV) = 10.31

=====

Top of the stability list: *S*, leading by 33.3 kcal/mol.

=====

*P*
Formula: H36O18
Source: the OMol25 dataset
Level of theory: ωB97M-V/def2-TZVPD

Structure (ORCA input):
```
! RIJCOSX wB97M-V def2-TZVPD def2/J DEFGRID3
* xyz 0 1
O 3.306 -0.176 -0.338
O -1.004 -4.470 2.005
O -1.228 5.767 -2.129
O 1.528 -0.266 -2.785
O -3.865 -0.137 1.192
O -4.686 -2.038 -1.236
O -0.542 1.663 1.580
O 3.222 -3.837 0.967
O 0.528 -1.940 1.746
O 5.395 -1.119 0.681
O 0.053 0.264 3.991
O -1.228 4.652 3.732
O -2.453 -2.359 -2.961
O -0.038 -2.345 -1.178
O 1.179 5.352 0.167
O 2.095 -3.648 -2.302
O -3.631 3.646 0.561
O 0.819 1.913 -4.099
H -0.724 -2.391 -0.330
H 2.204 5.048 -0.117
H -3.087 -3.022 -2.651
H 0.365 2.709 -3.856
H -2.763 4.028 0.734
H 2.078 -3.606 -1.414
H 2.529 -3.673 0.424
H -2.159 4.690 3.279
H 1.464 6.173 0.590
H 0.320 1.847 1.323
H 5.914 -0.344 1.132
H -3.240 -0.443 1.932
H -3.542 0.787 1.103
H -0.837 -2.249 -1.731
H 0.138 1.328 -3.742
H 2.735 -0.949 -0.473
H -1.556 5.102 -1.613
H 3.804 -0.529 0.353
H -1.443 -5.357 2.008
H -1.839 -2.847 -3.602
H -0.387 -4.715 1.291
H 5.697 -1.210 -0.195
H 0.033 -0.644 3.588
H 1.425 -2.594 1.516
H -0.398 5.999 -1.942
H 2.292 0.182 -3.111
H 4.105 -3.819 0.572
H -5.149 -1.343 -0.771
H 1.683 -2.659 -2.351
H -1.089 3.902 4.180
H -0.847 0.674 3.696
H -0.578 0.683 1.760
H 1.362 -0.182 -1.856
H -4.540 -1.701 -2.169
H -3.541 2.796 0.480
H 0.121 -2.592 2.371
*
```

- highest occupied orbital energy (hartree) = -0.3966
- LUMO (eV) = -0.32
- frontier orbital gap (eV) = 10.47

=====

*Q*
Formula: H36O18
Source: the OMol25 dataset
Level of theory: ωB97M-V/def2-TZVPD

Structure (ORCA input):
```
! RIJCOSX wB97M-V def2-TZVPD def2/J DEFGRID3
* xyz 0 1
O 0.427 -0.707 -0.087
O 5.128 2.059 -0.819
O -3.793 -1.358 -2.737
O 2.089 0.999 -1.840
O 2.228 -4.067 3.313
O -0.308 1.477 -4.541
O -2.135 3.865 1.245
O 1.578 -0.627 -4.087
O -2.563 -1.545 0.048
O -1.152 3.992 -1.629
O 1.064 0.897 3.706
O -1.737 -5.167 2.518
O -0.816 -3.729 0.571
O -0.470 1.427 1.341
O 0.982 -2.138 2.130
O 2.069 -1.053 5.303
O -3.572 2.431 -2.201
O 1.132 3.349 -0.581
H -1.380 4.412 1.029
H -1.671 3.188 -1.652
H -3.630 -1.403 -3.679
H 0.358 0.835 -4.294
H -1.380 -3.012 0.280
H 0.380 3.476 -1.159
H 0.474 -1.273 0.683
H 3.162 -3.873 3.399
H 1.617 1.668 3.823
H -4.656 -1.756 -2.623
H 1.988 1.927 -1.632
H -3.706 1.958 -3.022
H 1.580 -1.553 -3.848
H 0.109 2.167 1.156
H -1.355 -4.378 2.134
H -3.069 -1.209 0.788
H 4.390 1.971 -1.423
H -3.011 -1.200 -0.725
H 1.547 -1.840 5.148
H -0.994 -5.759 2.639
H -1.133 1.093 -4.244
H -0.045 0.679 0.923
H 2.200 -4.950 2.945
H 1.769 -2.448 2.579
H -3.905 3.311 -2.374
H 1.780 -0.437 4.630
H -0.028 -3.647 0.034
H 0.422 -2.911 2.067
H -1.924 3.007 0.876
H 0.618 1.045 2.872
H 2.044 -0.193 -3.373
H 1.832 0.543 -1.038
H -1.193 4.330 -2.523
H 1.477 4.230 -0.438
H -0.364 -0.990 -0.546
H 5.544 2.885 -1.067
*
```

- highest occupied orbital energy (hartree) = -0.3773
- LUMO (eV) = -0.37
- frontier orbital gap (eV) = 9.89

=====

Top of the stability list: *Q*, leading by 139.7 kcal/mol.